(1)
ORCA calculation (the ωB97M-V functional and the def2-TZVPD basis) on an isolated ion of composition C7H5N4O and charge +1 in a non-equilibrium geometry.

Geometry (Å):
C (-1.4350, -1.8391, 0.0220)
C (3.7493, -1.1426, 0.0215)
C (-0.3779, 0.3902, 0.0081)
C (2.1273, 0.7725, -0.1428)
C (1.1698, -1.4930, -0.1862)
C (-0.2749, -1.0063, -0.0053)
C (2.4538, -0.6323, -0.0817)
N (-2.4013, -2.4303, 0.0522)
N (4.7507, -1.4669, 0.4600)
N (0.7658, 1.0880, -0.0113)
N (-1.6022, 0.8434, -0.0852)
O (2.9398, 1.6588, -0.2143)
H (1.3430, -2.3492, 0.5017)
H (1.2180, -1.8162, -1.2115)
H (0.7453, 2.1341, 0.2440)
H (-2.2742, 0.1575, -0.0891)
H (-1.7189, 1.7092, 0.3097)

Calculated values
E_LUMO (spin up / spin down), eV: -7.85 / -6.67
Total charge: +1
Electronic energy, Ha: -563.61736
E_HOMO (spin up / spin down), hartree: -0.518 / -0.548
Energy relative to the best compared isomer or geometry (same formula, charge and spin), kJ/mol: 150.88
Gap between HOMO and LUMO (spin up / spin down), eV: 6.25 / 8.25

***

(2)
ORCA calculation (the ωB97M-V functional and the def2-TZVPD basis) on C19H14AuN5O10 as an isolated structure.

Geometry (Å):
Au (-0.1835, -0.4183, -2.5121)
O (-2.3573, 5.0851, -1.9571)
C (-1.8225, 3.8614, -2.0838)
C (-0.4400, 3.6584, -2.1917)
C (0.0090, 2.3649, -2.3248)
N (-0.8733, 1.3799, -2.3466)
C (-2.1884, 1.5209, -2.2361)
C (-2.7141, 2.7809, -2.0969)
C (-2.9304, 0.1884, -2.2859)
O (-4.1223, 0.1524, -2.1407)
O (-2.1530, -0.8607, -2.4654)
C (1.4504, 1.8826, -2.4513)
O (2.3603, 2.6640, -2.3975)
O (1.5759, 0.5746, -2.5780)
H (-1.6755, 5.7663, -2.0034)
H (0.2748, 4.4723, -2.1868)
H (-3.7810, 2.9277, -2.0084)
O (1.2166, -4.2816, -2.7843)
C (1.1159, -3.1666, -2.3329)
O (0.4379, -2.2346, -2.9733)
C (1.7284, -2.8325, -1.0004)
C (2.4900, -1.6909, -0.7929)
C (2.9525, -1.3869, 0.4769)
C (2.6220, -2.2356, 1.5168)
C (1.9221, -3.4148, 1.3227)
C (1.4951, -3.7193, 0.0450)
N (3.0081, -1.8619, 2.8863)
O (3.7703, -0.9282, 3.0290)
O (2.4628, -2.4501, 3.8029)
H (2.7100, -1.0229, -1.6127)
H (3.5347, -0.4981, 0.6707)
H (1.7161, -4.0623, 2.1622)
H (0.9441, -4.6287, -0.1521)
C (-1.2455, -2.3234, 2.5011)
N (-1.0700, -0.8976, 2.2264)
C (-1.2163, 0.0078, 3.2169)
C (-1.0296, 1.3278, 3.0087)
C (-0.6667, 1.7053, 1.6814)
N (-0.5196, 0.8391, 0.7029)
C (-0.6924, -0.4952, 0.9345)
O (-0.5099, -1.3550, 0.0849)
N (-0.4593, 3.0088, 1.3932)
H (-2.1098, -2.4594, 3.1485)
H (-0.3546, -2.7337, 2.9795)
H (-1.4070, -2.8313, 1.5565)
H (-1.4878, -0.3934, 4.1844)
H (-1.1449, 2.0469, 3.8041)
H (-0.5158, 3.7147, 2.1024)
H (-0.1264, 3.2530, 0.4771)

Calculated values
E_LUMO, eV: -1.34
Total charge: 0
Electronic energy, Ha: -1894.27626
E_HOMO, hartree: -0.342
Energy relative to the best compared isomer or geometry (same formula, charge and spin), kJ/mol: 0.00
Gap between HOMO and LUMO, eV: 7.97

***

(3)
ORCA calculation (the ωB97M-V functional and the def2-TZVPD basis) on a 2-piece molecular cluster, C5H12O2 overall.

Geometry (Å):
C (2.3776, -0.1053, 1.1711)
C (1.1108, 0.5958, 0.6904)
C (0.4201, -0.1753, -0.4432)
O (0.0214, -1.4693, -0.0369)
C (-0.7632, 0.5998, -1.0470)
C (-1.8506, 0.8851, -0.0379)
O (-2.1255, 0.1418, 0.8824)
H (2.1444, -1.1241, 1.4944)
H (3.1198, -0.1689, 0.3665)
H (2.8355, 0.4282, 2.0107)
H (0.4133, 0.7108, 1.5301)
H (1.3449, 1.6130, 0.3472)
H (1.1562, -0.3443, -1.2378)
H (-0.6936, -1.3339, 0.6043)
H (-1.2128, -0.0050, -1.8507)
H (-0.4288, 1.5426, -1.4946)
H (-2.4200, 1.8289, -0.1546)
H (-2.9943, -1.7853, -1.6521)
H (-2.4553, -1.8346, -1.1424)

Calculated values
E_LUMO, eV: 0.87
Total charge: 0
Electronic energy, Ha: -348.14174
SMILES string: CC[C@@H](O)CC=O.[H][H]
E_HOMO, hartree: -0.370
Energy relative to the best compared isomer or geometry (same formula, charge and spin), kJ/mol: 165.61
Gap between HOMO and LUMO, eV: 10.92